1.
This record from the OMol25 dataset describes C31H33I2N16O3PS2Ti as an isolated structure at a distorted geometry. The level of theory is the ωB97M-V functional and the def2-TZVPD basis.

Summary:
M in u: 1074.50
Relative energy (zero: lowest compared OMol25 entry of this formula, charge and spin) in eV: 3.047
Highest occupied orbital energy in eV: -6.64

Structure (XYZ):
```
89
Properties=species:S:1:pos:R:3:forces:R:3
Ti -1.22143 -1.18438 1.50983 3.43 2.47 -1.04
I -6.16959 -3.42970 -4.03006 -0.06 -0.46 -0.36
C -4.52946 -3.01912 -2.83609 0.33 0.45 0.09
C -3.53421 -3.93267 -2.50053 -0.43 0.59 0.22
C -2.55647 -3.60625 -1.54915 0.31 0.73 -1.06
I -0.91967 -4.83389 -1.30730 0.16 -0.32 0.33
C -2.49396 -2.29887 -1.02972 -1.42 -0.69 -0.52
O -1.58399 -1.89294 -0.17168 1.07 -0.43 0.73
C -3.55131 -1.44346 -1.38003 0.28 1.99 0.94
C -3.62187 -0.12948 -0.59474 0.34 -0.17 0.36
N -3.39089 -0.41264 0.87954 -0.39 -0.95 -0.22
C -4.32152 -1.46048 1.37936 0.79 0.26 -0.16
C -3.60995 -2.72184 1.78417 0.00 -1.37 1.06
C -4.29385 -3.93763 1.68498 -0.80 0.12 -0.65
C -3.78144 -5.08887 2.27543 -0.76 0.33 -0.09
C -2.59891 -4.97731 2.97109 1.66 0.33 0.38
C -1.86473 -3.77531 3.03761 -2.84 0.06 -1.70
N -2.39187 -2.65642 2.42480 -0.73 -0.89 0.31
C -4.51294 -1.72618 -2.31903 0.49 -1.73 0.63
H -3.54066 -4.86852 -3.01722 0.18 -0.57 0.10
H -2.81823 0.55062 -0.87454 0.04 0.05 -0.11
H -4.58900 0.40186 -0.74236 0.51 -0.50 0.11
H -3.57533 0.41588 1.40205 0.14 0.90 0.21
H -4.92830 -1.14254 2.22609 0.29 0.35 0.28
H -5.03876 -1.66076 0.60974 -0.40 -0.49 -0.46
H -5.25952 -3.99611 1.10968 1.14 0.24 0.72
H -4.37490 -6.02172 2.23659 0.71 0.56 -0.05
H -2.11371 -5.84489 3.38972 -0.16 -0.14 0.24
H -0.91250 -3.70761 3.50952 0.53 0.19 0.10
H -5.32621 -1.08548 -2.54193 -0.41 0.81 -0.07
O 1.60330 1.93548 -0.81627 -1.38 0.65 0.57
C 0.74018 2.95419 -0.41918 -0.07 -1.12 0.30
C 0.96286 4.18918 -0.98061 0.76 1.07 -0.51
C 0.28165 5.33857 -0.57817 -0.08 -1.06 -0.73
C -0.78983 5.24317 0.29561 0.07 0.57 0.12
C -1.04408 4.02751 0.87228 -1.31 -1.21 0.97
C -0.33830 2.86060 0.49740 0.42 -0.07 0.40
C -0.71204 1.58652 1.14913 -0.65 0.32 -0.55
O -0.32351 0.45329 0.60287 -1.19 -0.75 1.12
N -1.52902 1.62977 2.17665 -0.11 1.72 -0.93
N -1.61394 0.43148 2.78180 0.15 -2.09 1.90
C -1.92890 0.39719 4.10727 0.79 -0.61 -0.72
S -3.49319 0.58272 4.83339 0.39 0.41 -0.33
C -2.91183 0.43954 6.54715 -0.51 0.25 0.19
C -1.64019 -0.38291 6.58958 0.69 0.96 0.72
S -0.64202 0.04504 5.19090 0.12 -0.13 -1.18
H 1.40653 1.12541 -0.30607 0.03 0.48 -0.06
H 1.73395 4.24053 -1.75595 -0.11 0.13 0.43
H 0.53549 6.27808 -1.02735 0.08 0.31 -0.18
H -1.40985 6.12108 0.48302 0.27 -0.28 0.27
H -1.86236 3.89030 1.66090 1.29 0.31 -1.38
H -3.66095 -0.14368 7.05186 -0.57 0.00 0.33
H -2.88234 1.44518 7.00804 0.37 -0.57 -0.33
H -1.80503 -1.44189 6.58914 -0.32 -0.56 -0.01
H -1.03223 -0.12842 7.47394 -0.35 -0.13 -0.21
N 2.64221 -0.05322 3.76613 -1.31 -1.44 -0.53
C 2.63290 1.32056 3.59514 -0.41 0.87 2.98
N 2.94723 2.17342 4.64734 -0.11 -0.41 -2.64
N 2.79943 3.40094 4.03302 -0.54 -1.80 -0.35
N 2.34758 3.22293 2.81680 -0.03 0.87 0.42
N 2.19546 1.90569 2.53497 0.09 0.81 -0.99
C 1.99805 -1.07353 3.03563 0.76 -0.71 0.98
N 2.62610 -2.26825 3.04069 -0.14 -0.27 -1.00
N 1.89687 -3.16874 2.36276 -1.77 2.34 0.64
N 0.76160 -2.52159 2.02197 0.42 -1.42 -0.36
N 0.77298 -1.27126 2.43673 0.14 0.95 0.38
H 3.07715 -0.37052 4.61535 0.18 -0.16 -0.16
C 6.08107 1.67959 -5.18886 -0.25 -0.07 0.00
N 5.18953 2.25809 -4.22058 -1.52 1.34 1.00
C 3.91124 2.74695 -4.85345 1.09 -2.39 1.03
N 3.27779 1.60344 -5.51216 -0.85 0.33 -0.84
C 4.16359 0.95623 -6.47819 0.97 0.78 0.14
N 5.47507 0.53229 -5.89788 -0.69 -0.03 -0.11
C 5.22586 -0.55018 -4.95739 -0.21 -1.46 0.85
P 3.93699 -0.19463 -3.47881 1.33 0.34 -1.22
C 4.89108 1.38132 -3.04479 0.61 0.56 -0.56
C 2.67459 0.66095 -4.57397 -0.24 0.83 1.21
H 6.92640 1.35473 -4.58415 0.32 -0.38 -0.37
H 6.47100 2.44212 -5.91096 -0.65 -0.53 0.42
H 4.23574 3.47747 -5.56846 -0.35 0.60 -0.45
H 3.20005 3.09902 -4.07428 0.70 0.18 -0.54
H 4.40555 1.65197 -7.30830 -0.26 -0.13 0.50
H 3.66068 0.09619 -6.91815 0.04 -0.12 0.13
H 6.18957 -0.85396 -4.49207 -0.51 0.37 -0.01
H 4.91559 -1.49761 -5.48263 -0.02 1.05 0.22
H 5.89134 1.10808 -2.64797 -0.66 -0.10 0.11
H 4.37388 2.00273 -2.28898 0.16 -0.43 -0.29
H 1.92367 1.17596 -3.89596 0.94 -0.23 -0.66
H 2.06296 -0.05836 -5.09165 -0.03 -0.48 -0.46
```
Positions in Å, forces in eV/Å.

Mulliken atomic charge list, values in e, 8 entries:
1. Ti -1.4509
2. I 0.1000
3. C -0.2965
4. C -0.1910
5. C -0.4762
6. I 0.0790
7. C 0.3156
8. O 0.1796

2.
This record from the OMol25 dataset describes C31H34Li2O15S as an isolated structure at a distorted geometry. The level of theory is the ωB97M-V functional and the def2-TZVPD basis.

Summary:
M in u: 692.55
Relative energy (zero: lowest compared OMol25 entry of this formula, charge and spin) in eV: 2.555
Highest occupied orbital energy in eV: -6.98

Structure (XYZ):
```
83
Properties=species:S:1:pos:R:3:forces:R:3
Li 20.31794 -35.93984 15.96500 0.03 0.50 -0.35
Li 20.14270 -30.34364 13.76845 0.85 -0.53 0.06
S 20.33441 -33.48206 13.76916 -4.35 -2.20 -0.46
O 20.45233 -34.35117 14.94839 -0.24 -1.73 1.37
O 19.93446 -32.17594 14.32278 -0.83 1.26 -0.95
O 21.55841 -33.36434 13.10610 1.84 0.60 -1.62
O 19.31409 -34.11511 12.85342 2.15 2.27 2.33
C 23.45487 -30.28821 13.36455 1.23 -0.96 -2.05
O 22.19136 -30.86932 13.29588 -1.86 2.32 1.23
H 23.31632 -29.51952 14.02897 0.14 2.50 1.17
H 23.65877 -29.97362 12.29129 0.74 -0.07 1.58
H 24.23455 -30.92638 13.85591 -0.65 0.11 -0.95
H 22.26673 -31.73622 13.02160 0.04 -2.93 -0.88
C 19.73556 -38.61405 11.23703 -1.48 -2.40 -2.13
C 19.43926 -37.56744 12.06954 2.88 0.08 0.13
C 18.16288 -37.22419 12.35541 -2.48 1.58 -0.83
C 17.05988 -38.04230 11.78245 1.44 2.61 2.86
C 17.35784 -39.14225 11.04071 -0.45 -0.41 -0.80
C 18.68391 -39.38155 10.69381 2.28 -0.65 0.20
O 19.00695 -40.53253 9.97310 -3.40 -0.01 0.93
O 17.85288 -36.00436 12.96386 -2.34 -2.92 0.48
H 20.70354 -38.95656 10.83412 -0.12 0.75 0.90
H 20.38049 -37.10531 12.41677 -1.02 0.63 0.23
H 16.05129 -37.75703 12.14794 0.70 -0.33 -0.70
H 16.53047 -39.75256 10.67015 0.50 -0.02 0.02
H 19.81609 -40.66339 9.53882 1.86 0.74 -0.45
H 18.40518 -35.20735 13.07581 0.92 -0.79 -0.63
C 20.18579 -34.86136 9.51745 -1.90 2.40 -1.27
C 20.86078 -35.26827 8.39931 0.94 -2.72 -1.84
C 20.50213 -34.76673 7.15445 -1.84 2.73 0.76
C 19.57105 -33.61456 7.09790 3.22 -3.60 -2.17
C 19.04563 -33.22746 8.24531 -4.20 3.98 0.56
C 19.21591 -33.85398 9.47114 1.04 0.34 0.98
O 18.61392 -33.30762 10.59246 -0.16 0.12 -2.00
O 20.98778 -35.14467 5.95922 0.71 3.97 -0.44
H 20.47014 -35.13019 10.44140 0.96 -1.56 3.15
H 21.54332 -36.21336 8.46282 -1.00 2.05 -0.13
H 19.34510 -33.18443 6.10170 0.19 -0.23 0.92
H 18.30006 -32.30463 8.06817 1.55 -2.08 1.22
H 18.89047 -33.70453 11.43042 0.25 -0.26 -0.19
H 20.97100 -36.02819 5.85060 0.06 -4.70 -0.43
C 23.45308 -34.23108 19.92077 -0.98 0.88 -2.54
C 23.38351 -34.66136 18.55376 3.65 -1.91 -0.40
C 22.58140 -34.00741 17.58032 -0.35 1.97 2.84
C 21.84369 -32.89912 18.07820 -0.40 -0.46 0.71
C 21.72220 -32.53872 19.41069 -0.14 0.68 1.89
C 22.56546 -33.18107 20.31985 2.49 -2.95 -0.20
O 22.59903 -32.95868 21.63318 -2.05 2.34 2.29
O 22.63450 -34.13870 16.26182 -1.57 -1.75 -2.74
H 24.26203 -34.54394 20.61129 -0.88 -0.14 -0.59
H 24.34886 -35.50523 18.19476 -3.43 2.62 0.90
H 21.31127 -32.21870 17.45963 -0.41 0.01 -1.19
H 21.01510 -31.71493 19.81678 1.37 -1.44 -1.05
H 23.26855 -33.16590 22.30247 0.19 -0.44 -1.51
H 21.67415 -34.19663 15.73235 2.83 0.79 1.71
C 26.44309 -33.61808 10.00952 -14.49 0.00 -1.27
C 25.83875 -33.83479 11.25407 -1.57 0.80 0.24
C 24.48474 -33.61802 11.51622 -2.00 -0.02 -4.22
C 23.63872 -33.31063 10.34042 6.67 -1.60 4.40
C 24.15754 -33.27878 9.13538 -1.82 1.94 -3.96
C 25.48505 -33.44728 8.92104 3.41 0.01 -0.10
O 25.97903 -33.31651 7.65565 1.98 0.27 -0.97
O 23.88424 -33.86118 12.66409 -0.72 -0.04 2.28
H 27.33511 -33.64410 10.08931 11.54 -0.44 -0.65
H 26.39342 -34.17861 12.07831 1.04 -0.13 0.95
H 22.70318 -33.17569 10.42455 -6.91 1.01 1.09
H 23.41726 -32.83982 8.29155 2.06 -1.55 1.56
H 25.51030 -33.42396 6.81040 -0.72 -0.09 1.41
H 22.86035 -33.68632 12.80257 2.93 -0.62 -1.07
C 17.22847 -31.35631 19.22185 -1.50 -2.53 1.13
C 18.13553 -30.85715 18.29295 -1.42 -0.08 4.45
C 18.43871 -31.53141 17.19555 -2.27 -1.81 -2.16
C 17.71043 -32.73365 16.84427 -0.06 1.22 4.25
C 16.91520 -33.39263 17.80166 1.99 6.96 2.42
C 16.66255 -32.65018 19.05381 -0.45 -0.68 -1.71
O 15.82475 -33.27182 20.02809 -1.78 1.81 -0.86
O 19.23439 -30.90311 16.38095 1.97 -1.89 -5.56
H 16.99759 -30.85182 20.19353 0.38 -0.34 -1.06
H 18.72567 -30.12453 18.77451 0.74 1.39 -0.75
H 17.91122 -33.33847 16.05779 0.95 -1.14 -2.92
H 16.70366 -34.33825 17.60292 -1.71 -3.98 -0.41
H 14.87149 -32.86947 19.94890 2.81 -1.09 0.16
H 19.30170 -31.63128 15.38842 0.41 2.02 3.42
```
Positions in Å, forces in eV/Å.

Mulliken atomic charge list, values in e, 8 entries:
1. Li 0.7831
2. Li 0.8190
3. S 0.4308
4. O -0.7354
5. O -0.4191
6. O -0.5979
7. O -0.6006
8. C -0.7144

3.
This record from the OMol25 dataset describes a 5-piece molecular cluster, C31H35BrN3O2P overall at a distorted geometry. The level of theory is the ωB97M-V functional and the def2-TZVPD basis.

Summary:
M in u: 592.52
Highest occupied orbital energy in eV: -9.01

Structure (XYZ):
```
73
Properties=species:S:1:pos:R:3:forces:R:3
N -2.27902 3.72889 -1.73274 0.60 4.01 -0.91
C -2.48830 2.64383 -1.56577 -0.79 -5.23 1.56
C -2.73153 1.21090 -1.13984 -0.44 0.46 -0.09
C -4.18871 0.78709 -1.55374 -0.13 -0.08 -0.62
C -4.30938 -0.37063 -2.58982 -1.15 0.25 -0.58
C -4.26059 0.14930 -4.06400 0.77 -0.38 0.55
Br -4.82375 -1.29903 -5.29727 0.14 0.65 0.45
C -1.57019 0.28477 -1.65297 1.44 0.71 0.14
C -0.30088 1.13704 -1.67989 -4.48 -3.47 0.21
N 0.59930 1.78987 -1.78667 3.32 2.26 -0.27
P -1.18240 -1.03909 -0.38253 1.63 -0.51 1.81
N -0.94882 -0.40530 1.02277 -0.36 -0.26 -1.08
O 0.22228 -1.78110 -0.82508 -2.34 0.64 -1.11
O -2.36184 -2.17852 -0.40957 0.61 1.48 -0.57
H -2.68562 1.18734 -0.02743 0.25 0.30 -0.67
H -4.66665 1.67855 -2.01566 0.20 -0.54 0.39
H -4.81375 0.55066 -0.66834 0.63 0.07 -0.35
H -3.61865 -1.22008 -2.43606 -0.24 0.52 -0.06
H -5.33386 -0.79285 -2.47755 0.67 0.17 0.06
H -4.89963 1.04003 -4.20727 0.23 -0.68 -0.04
H -3.22245 0.38397 -4.37140 -0.66 0.02 0.07
H -1.67864 -0.10094 -2.68375 -0.30 0.18 0.50
H 0.01515 -0.63306 1.27456 -0.24 0.26 0.37
H 0.19095 -1.93720 -1.78862 0.49 -0.29 0.28
H -3.08367 -1.80191 0.12980 0.14 -0.51 0.00
C -4.10085 -1.10722 4.25192 0.07 -0.05 0.08
C -2.75613 -1.01837 3.91223 -0.12 0.05 -0.08
C -1.78371 -1.40897 4.82330 -0.03 -0.03 0.03
C -2.15509 -1.89701 6.06968 0.00 0.01 -0.03
C -3.49955 -1.98898 6.40731 0.00 0.01 0.01
C -4.47263 -1.59038 5.50048 -0.02 -0.01 -0.03
H -4.86082 -0.79933 3.54275 0.01 0.01 0.03
H -2.46459 -0.64447 2.93796 0.09 0.00 0.06
H -0.73512 -1.33372 4.56117 -0.03 0.00 -0.01
H -1.39606 -2.20597 6.77835 -0.03 0.01 -0.01
H -3.78885 -2.37115 7.37901 0.01 0.02 -0.03
H -5.52093 -1.65713 5.76608 0.03 -0.01 0.00
C 2.69214 2.67811 1.33608 -0.01 0.01 0.00
C 1.83921 1.73914 1.90246 -0.03 -0.01 -0.03
C 2.25710 0.98906 2.99446 0.03 0.02 -0.02
C 3.52561 1.18484 3.52658 0.00 -0.01 -0.01
C 4.37689 2.12635 2.96228 -0.02 -0.01 -0.01
C 3.96192 2.87021 1.86433 0.00 0.00 0.02
H 2.36716 3.26025 0.48231 0.02 -0.04 0.04
H 0.84723 1.59160 1.49083 0.03 0.02 0.01
H 1.59346 0.25186 3.43226 0.00 0.04 0.01
H 3.85029 0.60340 4.38136 0.00 0.02 -0.02
H 5.36560 2.28017 3.37824 -0.03 -0.01 -0.01
H 4.62789 3.60081 1.42064 -0.03 -0.01 -0.01
C 3.69052 6.47771 -1.59883 0.00 -0.01 0.01
C 2.76633 5.44209 -1.53841 0.04 0.02 -0.02
C 3.08529 4.19323 -2.05704 -0.01 -0.05 -0.02
C 4.33386 3.97850 -2.62802 0.00 0.07 0.03
C 5.25939 5.01300 -2.68533 0.00 -0.01 -0.01
C 4.93650 6.26378 -2.17459 -0.01 -0.01 0.01
H 3.43971 7.45227 -1.19705 0.01 -0.03 -0.01
H 1.79508 5.60840 -1.08696 0.02 -0.01 -0.03
H 2.36162 3.38814 -2.01466 0.07 0.07 -0.01
H 4.58519 3.00347 -3.02829 -0.01 0.02 0.01
H 6.23352 4.84434 -3.12932 -0.03 0.01 0.01
H 5.65647 7.07189 -2.22413 -0.02 -0.02 0.01
C 1.61138 -4.60536 -1.35122 0.03 -0.02 -0.03
C 0.32633 -5.01411 -1.68665 0.04 0.02 -0.05
C 0.12152 -6.26094 -2.26400 0.00 -0.01 -0.01
C 1.20080 -7.10315 -2.49706 -0.01 0.02 0.01
C 2.48515 -6.69633 -2.15810 0.00 0.01 0.00
C 2.69126 -5.44642 -1.58917 -0.03 -0.03 -0.02
H 1.77170 -3.63294 -0.90379 0.02 -0.07 0.04
H -0.51743 -4.36002 -1.49784 0.00 -0.06 0.05
H -0.87973 -6.57680 -2.53121 0.03 0.00 0.02
H 1.04075 -8.07740 -2.94281 0.01 0.03 0.01
H 3.32658 -7.35454 -2.33850 -0.03 0.02 0.00
H 3.69341 -5.12748 -1.32987 -0.03 -0.01 0.00
```
Positions in Å, forces in eV/Å.

Mulliken atomic charge list, values in e, 8 entries:
1. N -0.4329
2. C -0.1010
3. C 0.6394
4. C -1.1130
5. C -0.5439
6. C -0.6690
7. Br -0.1778
8. C 0.1264

- highest occupied orbital energy of number 2 (C31H34Li2O15S)?
  -6.98 eV